No. 1
ORCA calculation (the ωB97M-V functional and the def2-TZVPD basis) on a structure of composition C43H34Br4F2N7O9Ta.

The energy above the lowest of the compared OMol25 structures with the same formula, charge and spin comes out at 5.51 kcal per mole. The HOMO-LUMO gap comes out at 5.09 eV. The HOMO energy comes out at -6.57 eV.

The geometry in XYZ format:
```
100
Properties=species:S:1:pos:R:3:lowdin_charge:R:1
Ta -1.5472 -0.9207 3.2153 2.015
Br -7.9427 0.5490 5.7406 0.694
C -6.1912 -0.1250 5.5206 -0.749
C -5.6408 -0.9720 6.4755 -0.756
Br -6.6266 -1.4743 8.0052 0.693
C -4.3395 -1.4642 6.3085 -0.650
Br -3.5048 -2.6129 7.5391 0.779
C -3.6229 -1.0907 5.1916 -0.362
O -2.3807 -1.4778 4.9047 -0.214
C -4.1718 -0.2417 4.2145 -0.386
O -3.3798 0.0117 3.2000 -0.219
C -5.4618 0.2413 4.3843 -0.643
Br -6.1350 1.3691 3.0380 0.766
C 2.7185 -3.9306 -2.0836 -0.056
C 3.6649 -3.4859 -0.9784 -0.188
N 3.0345 -2.5452 -0.0581 -0.025
C 2.4069 -3.0354 1.0453 0.043
C 1.6354 -2.3099 1.8839 -0.030
C 0.8208 -3.0591 2.8951 -0.536
O 1.1693 -4.1405 3.3113 0.100
O -0.3118 -2.4762 3.1294 -0.168
C 1.4829 -0.9023 1.6628 -0.295
O 0.7747 -0.1308 2.3111 -0.018
C 2.2038 -0.3681 0.5021 -0.043
C 2.0676 0.9887 0.2206 0.102
C 2.5973 1.4996 -0.9272 -0.189
F 2.5016 2.8291 -1.1706 0.063
C 3.2116 0.6748 -1.8728 -0.140
C 3.3684 -0.6712 -1.5805 0.052
C 2.8992 -1.2051 -0.3759 -0.121
N 3.5925 1.1323 -3.1499 -0.100
C 4.8630 0.7734 -3.7333 -0.119
C 4.5625 0.2224 -5.1423 -0.067
N 3.2227 0.7734 -5.5468 0.031
C 3.1412 2.2362 -5.2385 -0.075
C 3.0699 2.3644 -3.7046 -0.131
H 3.2191 -4.6191 -2.7655 0.080
H 2.3469 -3.0776 -2.6539 0.042
H 1.8531 -4.4380 -1.6564 0.090
H 4.5749 -3.0320 -1.3754 0.115
H 3.9861 -4.3412 -0.3859 0.125
H 2.5086 -4.0996 1.2190 0.152
H 1.5303 1.6173 0.9195 0.149
H 3.7908 -1.3136 -2.3399 0.102
H 5.3570 0.0104 -3.1384 0.128
H 5.5376 1.6368 -3.7872 0.134
H 4.4675 -0.8623 -5.1492 0.132
H 5.2866 0.5279 -5.8958 0.131
H 2.5015 0.3151 -4.9644 0.102
H 3.0275 0.5825 -6.5273 0.178
H 2.2608 2.6419 -5.7322 0.125
H 4.0312 2.6955 -5.6667 0.132
H 2.0354 2.4735 -3.3969 0.109
H 3.6218 3.2573 -3.3921 0.136
O 0.1316 -0.7149 4.7785 -0.163
N 0.5618 0.4317 5.0698 0.046
N -0.1109 1.3489 4.5053 -0.173
O -1.1712 1.0158 3.7923 -0.214
C 0.1601 2.7356 4.6640 -0.157
C 1.1067 3.1570 5.5890 -0.018
C 1.3568 4.5135 5.7076 -0.087
C 0.6697 5.4285 4.9201 -0.095
C -0.2750 4.9817 4.0088 -0.071
C -0.5428 3.6268 3.8676 0.011
H 1.6266 2.4364 6.2025 0.109
H 2.0878 4.8560 6.4283 0.102
H 0.8659 6.4876 5.0239 0.099
H -0.8216 5.6883 3.3982 0.105
H -1.2794 3.2573 3.1658 0.099
F -2.5878 -2.1776 2.2254 -0.365
O -2.3396 2.1753 1.3817 0.084
C -1.9923 1.2306 0.7214 -0.501
N -1.9225 1.2719 -0.6856 0.147
C -1.6937 -0.0600 -1.1992 -0.270
C -1.2064 -0.7575 0.0903 -0.439
O -0.6111 -1.8234 0.0854 0.068
N -1.5466 -0.0116 1.1576 0.055
C -0.7190 -0.1177 -2.3672 -0.100
C -0.4732 1.0180 -3.1369 -0.014
C 0.1613 0.9169 -4.3692 -0.102
C 0.6014 -0.3199 -4.8270 -0.144
C 0.4420 -1.4431 -4.0222 -0.066
C -0.2198 -1.3451 -2.8068 0.007
C -2.9898 -0.7386 -1.6774 -0.125
C -3.3454 -2.0271 -1.3007 -0.001
C -4.5264 -2.5868 -1.7725 -0.059
C -5.3528 -1.8757 -2.6264 -0.086
C -4.9968 -0.5898 -3.0113 -0.079
C -3.8225 -0.0290 -2.5391 -0.035
H -2.6352 1.8604 -1.0890 0.133
H -0.8351 1.9774 -2.7916 0.117
H 0.2407 1.7993 -4.9963 0.104
H 0.9591 -0.4276 -5.8500 0.102
H 0.7615 -2.4163 -4.3764 0.106
H -0.4079 -2.2269 -2.2091 0.120
H -2.7240 -2.5835 -0.6117 0.112
H -4.8054 -3.5813 -1.4497 0.108
H -6.2759 -2.3142 -2.9821 0.102
H -5.6362 -0.0208 -3.6741 0.102
H -3.5561 0.9732 -2.8601 0.110
```

No. 2
ORCA calculation (the ωB97M-V functional and the def2-TZVPD basis) on a structure of composition C43H34N3O3OsP2.

The energy above the lowest of the compared OMol25 structures with the same formula, charge and spin comes out at 9.43 kcal per mole. The HOMO-LUMO gap comes out at 7.18 eV. The HOMO energy comes out at -11.55 eV. Its charge is +1.

The geometry in XYZ format:
```
86
Properties=species:S:1:pos:R:3:lowdin_charge:R:1
Os 0.0575 0.6127 -1.1095 1.204
C 2.7804 -3.8539 0.9972 -0.033
C 1.8856 -3.0532 1.9102 -0.261
C 1.8309 -3.4307 3.2513 -0.031
C 1.0557 -2.7524 4.1785 -0.051
C 0.2928 -1.6664 3.7762 -0.057
C 0.3357 -1.2776 2.4497 -0.100
C 1.1149 -1.9444 1.5135 -0.305
P 1.0974 -1.3245 -0.1883 1.021
C 2.7879 -1.4083 -0.8269 -0.331
C 3.0095 -2.0305 -2.0548 -0.096
C 4.2683 -2.0310 -2.6314 -0.065
C 5.3152 -1.4041 -1.9743 -0.055
C 5.0963 -0.7853 -0.7531 -0.031
C 3.8396 -0.7694 -0.1551 -0.275
C 3.6830 -0.1193 1.1955 -0.036
C 0.0642 -2.4845 -1.1352 -0.307
C -0.2906 -3.7587 -0.7064 -0.056
C -1.1967 -4.5108 -1.4403 -0.053
C -1.7678 -3.9847 -2.5924 -0.052
C -1.4392 -2.7064 -3.0131 -0.018
C -0.5124 -1.9529 -2.2967 -0.298
C -0.1405 -0.5819 -2.7359 -0.209
H 2.8945 -4.8624 1.3936 0.090
H 3.7749 -3.4057 0.9346 0.095
H 2.4114 -3.9332 -0.0228 0.064
H 2.4146 -4.2859 3.5707 0.120
H 1.0476 -3.0769 5.2110 0.113
H -0.3159 -1.1205 4.4847 0.104
H -0.2312 -0.4200 2.1303 0.050
H 2.1958 -2.5283 -2.5705 0.109
H 4.4257 -2.5093 -3.5885 0.113
H 6.3051 -1.3943 -2.4113 0.113
H 5.9197 -0.2970 -0.2447 0.119
H 4.4661 0.6235 1.3449 0.089
H 3.7660 -0.8559 1.9996 0.091
H 2.7222 0.3812 1.3177 0.052
H 0.1184 -4.1566 0.2132 0.105
H -1.4677 -5.5030 -1.1045 0.113
H -2.4787 -4.5716 -3.1592 0.114
H -1.8899 -2.2879 -3.9047 0.123
H -0.7605 -0.1499 -3.5166 0.086
H 0.9294 -0.4676 -3.0164 0.072
O -0.2759 3.7288 -3.2012 0.104
C -0.9779 3.1351 -2.4208 -0.584
O -1.1103 1.8225 -2.3876 -0.259
C -1.8522 3.8293 -1.4264 -0.131
C -2.3009 5.1166 -1.6844 0.014
C -3.1751 5.7393 -0.8084 -0.035
C -3.5880 5.0844 0.3461 -0.047
C -3.1147 3.8124 0.6276 -0.058
C -2.2515 3.1761 -0.2634 -0.269
P -1.6573 1.5440 0.2263 1.021
C -2.9728 0.3357 0.0128 -0.338
C -3.0633 -0.8390 0.7617 -0.082
C -4.0325 -1.7781 0.4504 -0.057
C -4.8982 -1.5625 -0.6149 -0.053
C -4.7940 -0.4078 -1.3774 -0.051
C -3.8319 0.5410 -1.0711 -0.066
C -1.1784 1.7428 1.9498 -0.382
C -2.0759 1.5176 2.9921 -0.094
C -1.6756 1.7285 4.3038 -0.060
C -0.3869 2.1694 4.5735 -0.056
C 0.4987 2.4168 3.5323 -0.049
C 0.1056 2.2119 2.2193 -0.090
H -1.9589 5.6099 -2.5848 0.131
H -3.5352 6.7364 -1.0232 0.116
H -4.2661 5.5683 1.0359 0.114
H -3.4161 3.3302 1.5498 0.105
H -2.3800 -1.0409 1.5776 0.097
H -4.1076 -2.6816 1.0407 0.115
H -5.6539 -2.3000 -0.8512 0.115
H -5.4618 -0.2433 -2.2125 0.116
H -3.7420 1.4363 -1.6726 0.112
H -3.0879 1.1851 2.7917 0.113
H -2.3730 1.5531 5.1127 0.115
H -0.0760 2.3319 5.5971 0.115
H 1.4975 2.7767 3.7413 0.117
H 0.8031 2.4213 1.4155 0.090
O 1.7195 1.4741 -0.8453 -0.400
N 1.7911 2.8573 -1.1412 0.096
C 2.3443 3.0484 -2.2760 -0.284
C 2.6771 1.9610 -3.1669 -0.122
N 2.9262 1.0792 -3.8585 0.238
C 2.6318 4.3984 -2.6813 -0.138
N 2.8616 5.4733 -3.0089 0.222
```

No. 3
ORCA calculation (the ωB97M-V functional and the def2-TZVPD basis) on a structure of composition C43H34N3O3P2Pd.

The energy above the lowest of the compared OMol25 structures with the same formula, charge and spin comes out at 11.33 kcal per mole. The HOMO-LUMO gap comes out at 6.98 eV. The HOMO energy comes out at -4.59 eV. Its charge is -1.

The geometry in XYZ format:
```
86
Properties=species:S:1:pos:R:3:lowdin_charge:R:1
Pd -0.1603 0.2228 0.2209 0.642
C -5.6127 -0.0143 1.0049 -0.046
C -4.7505 1.1071 1.5259 -0.264
C -5.3691 2.1721 2.1736 -0.056
C -4.6508 3.2775 2.6101 -0.076
C -3.2835 3.3373 2.4097 -0.071
C -2.6438 2.2785 1.7825 -0.092
C -3.3566 1.1621 1.3467 -0.284
P -2.3567 -0.1113 0.5110 1.034
C -3.3009 -0.6008 -0.9708 -0.298
C -3.6353 -1.9380 -1.1707 -0.093
C -4.2827 -2.3454 -2.3271 -0.090
C -4.5997 -1.4094 -3.2980 -0.090
C -4.2580 -0.0781 -3.1094 -0.051
C -3.6020 0.3528 -1.9596 -0.261
C -3.2408 1.8045 -1.8057 -0.040
C -2.3173 -1.5887 1.5737 -0.310
C -3.1613 -1.9101 2.6252 -0.078
C -2.8465 -2.9788 3.4578 -0.094
C -1.6910 -3.7085 3.2324 -0.086
C -0.8362 -3.3775 2.1886 -0.048
C -1.1291 -2.3074 1.3504 -0.310
C -0.2527 -1.8034 0.2565 -0.243
H -6.5722 -0.0221 1.5238 0.079
H -5.1535 -0.9948 1.1178 0.055
H -5.8075 0.1146 -0.0629 0.088
H -6.4427 2.1385 2.3243 0.105
H -5.1690 4.0955 3.0962 0.101
H -2.7093 4.2012 2.7188 0.103
H -1.5789 2.3259 1.5931 0.064
H -3.3982 -2.6700 -0.4067 0.104
H -4.5336 -3.3900 -2.4653 0.098
H -5.0999 -1.7140 -4.2095 0.097
H -4.4906 0.6505 -3.8780 0.108
H -3.2799 2.3105 -2.7699 0.083
H -2.2365 1.9394 -1.4030 0.047
H -3.9302 2.3201 -1.1315 0.088
H -4.0379 -1.3094 2.8329 0.093
H -3.4907 -3.2186 4.2946 0.096
H -1.4336 -4.5274 3.8942 0.099
H 0.0804 -3.9362 2.0403 0.107
H -0.6812 -2.0770 -0.7142 0.064
H 0.7614 -2.1939 0.2873 0.048
O 3.3507 0.6722 -2.0303 0.008
C 2.7840 0.4949 -0.9544 -0.622
O 1.6865 -0.1410 -0.8166 -0.165
C 3.5579 0.9881 0.2963 -0.105
C 4.8820 1.3547 0.0275 -0.028
C 5.7703 1.7058 1.0249 -0.080
C 5.3581 1.6912 2.3510 -0.089
C 4.0505 1.3551 2.6377 -0.112
C 3.1343 1.0224 1.6321 -0.294
P 1.4053 0.7522 2.1853 1.097
C 1.0428 2.2923 3.0991 -0.363
C -0.0705 2.3135 3.9440 -0.137
C -0.4708 3.4871 4.5636 -0.105
C 0.2153 4.6708 4.3218 -0.094
C 1.3027 4.6687 3.4602 -0.080
C 1.7163 3.4883 2.8572 -0.100
C 1.7214 -0.4708 3.5153 -0.340
C 2.0631 -1.7480 3.0668 -0.103
C 2.3494 -2.7665 3.9611 -0.092
C 2.2822 -2.5307 5.3278 -0.101
C 1.9433 -1.2663 5.7853 -0.091
C 1.6724 -0.2406 4.8879 -0.090
H 5.1841 1.3395 -1.0098 0.109
H 6.7863 1.9830 0.7689 0.097
H 6.0422 1.9491 3.1508 0.097
H 3.7154 1.3654 3.6689 0.103
H -0.6406 1.4043 4.1084 0.110
H -1.3338 3.4790 5.2196 0.102
H -0.1078 5.5929 4.7901 0.097
H 1.8297 5.5876 3.2341 0.098
H 2.5579 3.5095 2.1776 0.098
H 2.1181 -1.9365 1.9998 0.098
H 2.6200 -3.7479 3.5887 0.101
H 2.4957 -3.3269 6.0309 0.095
H 1.8975 -1.0675 6.8499 0.098
H 1.4323 0.7443 5.2673 0.093
O -0.2892 2.3338 -0.2926 -0.289
N 0.7189 3.0695 -0.0610 -0.008
C 0.5309 4.3651 -0.2302 -0.312
C -0.7316 4.9100 -0.6138 -0.196
N -1.7528 5.3431 -0.9232 0.148
C 1.6106 5.2399 0.0627 -0.215
N 2.4779 5.9630 0.2926 0.144
```

No. 4
ORCA calculation (the ωB97M-V functional and the def2-TZVPD basis) on a structure of composition C43H35AsAuF2NP2.

The energy above the lowest of the compared OMol25 structures with the same formula, charge and spin comes out at 20.80 kcal per mole. The HOMO-LUMO gap comes out at 5.95 eV. The HOMO energy comes out at -13.51 eV. Its charge is +2.

The geometry in XYZ format:
```
85
Properties=species:S:1:pos:R:3:lowdin_charge:R:1
Au 0.6068 -0.1167 -1.5931 0.833
N 1.9258 1.4826 0.7688 -0.332
P 1.2696 0.1126 1.6996 1.029
C 1.9379 0.5018 3.3346 -0.392
C 2.4174 1.7569 3.6960 -0.105
C 2.8488 1.9866 4.9951 -0.064
C 2.8015 0.9679 5.9340 -0.056
C 2.3201 -0.2861 5.5767 -0.059
C 1.8854 -0.5198 4.2844 -0.098
C 2.3197 -1.2178 1.0689 -0.421
C 3.7146 -1.1900 1.0651 -0.094
C 4.4269 -2.1965 0.4373 -0.053
C 3.7520 -3.2509 -0.1758 -0.043
C 2.3676 -3.3061 -0.1497 -0.051
C 1.6533 -2.2890 0.4729 -0.134
P 1.0910 1.9154 -0.5737 0.845
C 1.9063 3.2903 -1.3613 -0.326
C 2.3996 3.3832 -2.6567 -0.073
C 2.9911 4.5665 -3.0696 -0.041
C 3.0895 5.6431 -2.2016 -0.031
C 2.5799 5.5570 -0.9140 -0.042
C 1.9770 4.3886 -0.4873 -0.077
C -0.5657 2.3882 -0.0988 -0.387
C -1.5423 2.5365 -1.0847 -0.117
C -2.8121 2.9571 -0.7339 -0.053
C -3.1046 3.2385 0.5959 -0.037
C -2.1307 3.1042 1.5752 -0.052
C -0.8560 2.6760 1.2353 -0.098
H 2.9345 1.5946 0.6906 0.093
H 2.4710 2.5580 2.9700 0.087
H 3.2286 2.9610 5.2707 0.114
H 3.1399 1.1479 6.9447 0.116
H 2.2879 -1.0825 6.3073 0.115
H 1.5109 -1.5020 4.0181 0.108
H 4.2482 -0.3860 1.5613 0.119
H 5.5076 -2.1727 0.4304 0.121
H 4.3148 -4.0370 -0.6604 0.121
H 1.8433 -4.1333 -0.6083 0.111
H 0.5692 -2.3379 0.5092 0.065
H 2.3133 2.5656 -3.3564 0.100
H 3.3735 4.6445 -4.0768 0.122
H 3.5549 6.5615 -2.5312 0.124
H 2.6434 6.4012 -0.2425 0.122
H 1.5646 4.3362 0.5127 0.107
H -1.3197 2.3274 -2.1263 0.105
H -3.5731 3.0658 -1.4942 0.121
H -4.0961 3.5735 0.8677 0.122
H -2.3589 3.3371 2.6062 0.122
H -0.1007 2.5745 2.0039 0.089
F 3.3016 0.5800 -2.7259 0.056
C 2.6113 -0.3710 -2.1152 -0.436
F 2.3938 -1.3807 -2.9954 0.027
H 3.1425 -0.7363 -1.2315 0.082
C -5.6612 0.3588 -3.3502 -0.051
C -4.4972 0.1929 -4.0908 -0.059
C -3.3257 -0.1896 -3.4568 -0.116
C -3.3327 -0.4102 -2.0826 -0.389
C -4.4902 -0.2436 -1.3348 -0.093
C -5.6564 0.1455 -1.9794 -0.056
As -1.7198 -1.0292 -1.2643 1.279
C -2.0778 -1.6243 0.5182 -0.337
C -2.4518 -0.8591 1.6113 -0.102
C -2.6741 -1.4960 2.8233 -0.055
C -2.5137 -2.8744 2.9274 -0.040
C -2.1286 -3.6320 1.8317 0.002
C -1.9044 -3.0099 0.6072 -0.209
C -1.4820 -3.6880 -0.6385 -0.210
C -1.1855 -5.0397 -0.7716 -0.006
C -0.7904 -5.5366 -2.0059 -0.046
C -0.6775 -4.7016 -3.1117 -0.057
C -0.9553 -3.3466 -2.9916 -0.090
C -1.3634 -2.8584 -1.7605 -0.324
H -6.5764 0.6509 -3.8456 0.118
H -4.5038 0.3584 -5.1590 0.116
H -2.4181 -0.3096 -4.0397 0.099
H -4.4978 -0.4221 -0.2660 0.101
H -6.5660 0.2716 -1.4083 0.117
H -2.5646 0.2159 1.5313 0.094
H -2.9744 -0.9217 3.6888 0.115
H -2.6975 -3.3639 3.8734 0.118
H -2.0119 -4.7017 1.9328 0.117
H -1.2658 -5.7092 0.0733 0.118
H -0.5700 -6.5900 -2.1074 0.119
H -0.3747 -5.1080 -4.0665 0.116
H -0.8674 -2.6982 -3.8557 0.105
```

- Among the records above, which one has the highest HOMO?
  C43H34N3O3P2Pd

- What is the HOMO-LUMO gap in the fourth record?
  5.95 eV

- The highest HOMO-LUMO gap belongs to which entry?
  C43H34N3O3OsP2